This record from OMol25 describes a structure of composition C26H42BrN3P2PtS in a non-equilibrium geometry. The level of theory is ωB97M-V/def2-TZVPD.

CARTESIAN COORDINATES (ANGSTROEM)
C 3.694 -3.334 2.796
C 2.839 -3.761 1.760
C 2.811 -5.144 1.434
C 3.723 -5.988 2.089
N 4.572 -5.531 3.019
C 4.554 -4.252 3.385
C 2.150 -2.713 1.069
C 2.062 -1.392 0.897
C 2.506 -0.037 0.937
C 1.932 0.969 1.771
C 1.922 2.270 1.306
C 2.265 2.522 -0.052
C 3.153 1.605 -0.669
C 3.324 0.354 -0.145
Pt 0.796 -2.270 -0.300
P -2.109 1.097 0.943
H 2.153 -5.559 0.666
H 3.739 -2.289 3.089
H 3.795 -7.060 1.852
H 5.260 -3.934 4.157
H 3.937 -0.402 -0.639
H 1.463 0.716 2.731
H 3.696 1.875 -1.573
H 1.635 3.105 1.946
C -3.645 2.043 0.461
C -5.007 1.365 0.584
H -3.440 2.303 -0.589
H -3.630 2.987 1.025
H -5.788 2.102 0.360
H -5.127 0.545 -0.132
H -5.195 0.988 1.596
C -2.628 -0.665 1.258
C -2.509 -1.236 2.671
H -1.967 -1.268 0.608
H -3.658 -0.784 0.884
H -2.610 -2.328 2.610
H -1.532 -1.028 3.123
H -3.298 -0.877 3.341
C -1.640 1.763 2.584
C -2.779 2.036 3.560
H -1.088 2.690 2.370
H -0.905 1.065 3.014
H -2.340 2.346 4.515
H -3.433 2.845 3.218
H -3.392 1.151 3.758
Br -0.383 2.616 -0.564
P 0.032 -1.284 -2.047
C -1.728 -0.792 -2.107
C -2.451 -0.871 -3.459
H -1.711 0.252 -1.710
H -2.278 -1.396 -1.366
H -3.534 -0.940 -3.270
H -2.281 0.022 -4.078
H -2.147 -1.772 -4.008
C 0.820 0.210 -2.716
C 0.655 0.230 -4.229
H 1.869 0.215 -2.405
H 0.358 1.090 -2.230
H 0.992 1.182 -4.653
H 1.240 -0.569 -4.690
H -0.387 0.083 -4.529
C 0.914 -2.612 -3.014
C -0.076 -3.366 -3.870
H 1.394 -3.291 -2.279
H 1.720 -2.100 -3.546
H 0.279 -4.388 -4.030
H -1.042 -3.439 -3.363
H -0.218 -2.898 -4.851
N 1.202 6.523 -0.708
C 1.284 5.329 -0.090
N 0.574 5.107 1.024
S 2.398 4.167 -0.757
H 0.340 7.060 -0.622
H 1.730 6.676 -1.571
H 0.159 4.167 1.080
H 0.012 5.899 1.368

Summary:
Gap between HOMO and LUMO (spin up / spin down): 6.225 / 4.776 eV
Total charge: +4
Spin multiplicity: 5
LUMO (spin up / spin down): -0.450 / -0.536 hartree
ΔE to the lowest compared entry with this formula, charge and spin: 0.0 kcal/mol
Expectation value of S²: 6.052
Molar mass: 765.6 g mol⁻¹
DFT total energy: -4952.65740 a.u.


This record from OMol25 describes a structure of composition C26H42N2O5PtSSb in a non-equilibrium geometry. The level of theory is ωB97M-V/def2-TZVPD.

CARTESIAN COORDINATES (ANGSTROEM)
Pt 0.433 0.052 -1.308
C 3.657 2.221 -0.808
C 3.172 1.217 0.169
N 2.054 0.510 0.085
C 2.001 -0.345 1.164
C 3.126 -0.147 1.919
N 3.830 0.834 1.279
C 3.694 -0.722 3.184
O 3.040 -1.721 3.722
O 4.723 -0.261 3.591
C 0.865 -1.300 1.337
O 0.919 -2.164 2.217
O -0.113 -1.164 0.515
H 3.156 2.078 -1.764
H 4.733 2.120 -0.949
H 3.467 3.240 -0.466
H 4.699 1.197 1.659
H 2.173 -1.897 3.278
C -0.967 2.074 2.139
C -2.330 1.555 1.837
C -2.631 0.160 2.247
C -3.443 2.532 1.851
Sb -1.905 1.181 -0.785
C -1.483 3.315 -1.727
C -2.297 4.360 -1.009
C 0.009 3.484 -1.569
C -1.905 3.080 -3.159
C -3.768 -0.134 -1.492
C -4.988 0.357 -0.765
C -3.786 0.132 -2.975
C -3.315 -1.525 -1.126
H -0.936 2.265 3.222
H -0.755 3.026 1.651
H -0.184 1.347 1.925
H -2.522 0.117 3.341
H -1.913 -0.565 1.861
H -3.652 -0.137 2.019
H -3.668 2.721 2.913
H -4.365 2.152 1.414
H -3.182 3.496 1.418
H -1.973 4.499 0.022
H -3.365 4.149 -1.041
H -2.153 5.321 -1.516
H 0.305 3.625 -0.528
H 0.318 4.375 -2.126
H 0.564 2.641 -1.990
H -2.984 2.967 -3.255
H -1.397 2.223 -3.612
H -1.628 3.958 -3.753
H -5.211 1.403 -0.979
H -4.931 0.201 0.311
H -5.847 -0.226 -1.119
H -4.115 1.142 -3.217
H -4.517 -0.551 -3.426
H -2.829 -0.076 -3.458
H -3.268 -1.686 -0.050
H -2.348 -1.770 -1.568
H -4.042 -2.239 -1.532
C 2.243 -4.623 3.088
C 2.466 -3.957 1.801
C 1.441 -3.936 0.801
C 1.631 -3.275 -0.380
C 2.871 -2.659 -0.625
C 3.895 -2.645 0.345
C 3.702 -3.293 1.533
S 3.158 -1.803 -2.198
C 3.321 -3.254 -3.254
O 1.808 -1.215 -2.561
H 1.606 -5.504 2.982
H 1.697 -3.948 3.768
H 3.179 -4.879 3.582
H 0.511 -4.459 0.982
H 0.842 -3.234 -1.120
H 4.832 -2.136 0.149
H 4.486 -3.308 2.281
H 2.446 -3.892 -3.145
H 4.234 -3.778 -2.964
H 3.410 -2.900 -4.280

Summary:
Gap between HOMO and LUMO (spin up / spin down): 7.701 / 5.135 eV
Total charge: +3
Spin multiplicity: 5
LUMO (spin up / spin down): -0.340 / -0.438 hartree
ΔE to the lowest compared entry with this formula, charge and spin: 20.0 kcal/mol
Expectation value of S²: 6.030
Molar mass: 811.5 g mol⁻¹
DFT total energy: -2258.26672 a.u.


This record from OMol25 describes a cluster of 7 separate species, C26H42O19S in total in a non-equilibrium geometry. The level of theory is ωB97M-V/def2-TZVPD.

CARTESIAN COORDINATES (ANGSTROEM)
C -1.521 3.584 -1.364
C -0.798 4.328 -0.255
C 0.218 5.438 -0.629
O -0.434 6.624 -0.398
C -1.595 6.417 0.083
O -2.256 7.386 0.347
O -1.801 5.122 0.306
H -1.770 4.329 -2.119
H -2.403 3.053 -1.007
H -0.793 2.987 -1.912
H -0.477 3.712 0.584
H 0.485 5.361 -1.683
H 1.080 5.201 -0.006
C 0.743 0.574 -4.955
C 0.524 -0.913 -5.437
C 1.337 -1.974 -4.707
O 0.676 -2.272 -3.504
C -0.610 -1.906 -3.666
O -1.453 -2.196 -2.805
O -0.663 -1.406 -4.854
H 0.592 1.368 -5.687
H 1.821 0.622 -4.800
H 0.332 0.732 -3.959
H 0.484 -1.111 -6.508
H 2.355 -1.593 -4.629
H 1.475 -2.828 -5.371
C 3.901 -1.677 3.793
C 4.826 -0.420 3.766
C 4.873 0.333 5.098
O 6.228 0.233 5.354
C 6.876 -0.506 4.417
O 8.058 -0.721 4.486
O 6.106 -0.920 3.463
H 2.824 -1.511 3.815
H 4.215 -2.401 4.546
H 4.025 -2.174 2.830
H 4.355 0.275 3.072
H 4.214 -0.174 5.802
H 4.545 1.367 4.996
C -1.709 0.145 -0.541
C -1.352 0.850 0.856
C -2.098 0.257 1.956
O -1.245 0.070 3.051
C 0.001 0.258 2.647
O 0.956 -0.012 3.321
O -0.039 0.723 1.321
H -2.775 0.153 -0.770
H -1.504 -0.925 -0.556
H -1.153 0.736 -1.269
H -1.720 1.833 0.563
H -2.497 -0.653 1.508
H -2.974 0.828 2.267
C -0.181 -4.312 -0.662
C -0.671 -4.614 0.743
C -2.102 -4.197 1.150
O -2.561 -5.506 1.369
C -1.676 -6.440 1.467
O -1.948 -7.606 1.813
O -0.472 -5.982 1.186
H -0.693 -4.844 -1.465
H 0.905 -4.361 -0.741
H -0.495 -3.280 -0.820
H 0.009 -4.051 1.382
H -2.646 -3.625 0.399
H -2.161 -3.687 2.112
C 3.539 -1.044 -1.815
C 2.484 -0.393 -0.902
C 2.927 -0.162 0.535
O 2.815 1.274 0.687
C 2.390 1.711 -0.454
O 2.380 2.857 -0.744
O 2.359 0.844 -1.397
H 4.366 -0.394 -2.102
H 3.265 -1.204 -2.858
H 4.018 -1.950 -1.443
H 1.556 -0.965 -0.895
H 3.979 -0.448 0.545
H 2.303 -0.731 1.224
C -6.469 3.048 0.050
S -6.712 1.562 -1.030
O -5.331 1.434 -1.633
C -6.994 0.302 0.362
H -6.348 3.946 -0.554
H -5.826 3.013 0.929
H -7.390 3.117 0.630
H -6.037 0.191 0.873
H -7.366 -0.673 0.048
H -7.699 0.564 1.151

Summary:
Gap between HOMO and LUMO: 9.643 eV
LUMO: -0.001 hartree
ΔE to the lowest compared entry with this formula, charge and spin: 117.0 kcal/mol
Molar mass: 690.7 g mol⁻¹
DFT total energy: -2843.53600 a.u.


This record from OMol25 describes a structure of composition C26H43BrN6P2Pd in a non-equilibrium geometry. The level of theory is ωB97M-V/def2-TZVPD.

CARTESIAN COORDINATES (ANGSTROEM)
N -6.037 -2.113 4.693
C -5.035 -1.351 5.152
C -4.594 -0.195 4.484
C -5.218 0.181 3.263
C -6.206 -0.707 2.748
C -6.598 -1.804 3.523
C -4.900 1.429 2.608
Pd -0.424 1.106 -1.218
P 4.439 0.114 -1.828
C -5.426 1.761 1.366
C -4.635 2.459 0.399
C -4.632 2.032 -0.966
C -3.377 1.712 -1.500
C -2.235 2.121 -0.817
C -2.292 3.003 0.273
C -3.530 3.241 0.850
Br 2.001 0.617 -2.341
H -4.208 2.104 3.127
H -6.368 1.372 0.989
H -3.804 0.423 4.927
H -6.708 -0.538 1.794
H -4.557 -1.652 6.086
H -7.398 -2.471 3.191
H -5.499 1.758 -1.530
H -3.581 3.828 1.762
H -3.282 1.144 -2.413
H -1.401 3.461 0.675
P -0.493 -1.226 -0.842
C 4.905 1.739 -1.103
C 5.507 2.841 -1.965
H 5.576 1.547 -0.249
H 3.951 2.121 -0.694
H 5.782 3.658 -1.278
H 6.422 2.521 -2.495
H 4.772 3.214 -2.689
C 4.787 -0.517 -3.493
C 5.428 0.472 -4.471
H 3.814 -0.811 -3.924
H 5.407 -1.425 -3.390
H 4.942 0.329 -5.452
H 5.298 1.519 -4.153
H 6.513 0.263 -4.576
C 5.246 -1.076 -0.675
C 6.748 -0.899 -0.908
H 4.895 -2.105 -0.878
H 4.939 -0.824 0.357
H 7.310 -1.655 -0.355
H 7.011 -1.007 -1.969
H 7.097 0.078 -0.562
C 0.395 -2.445 0.248
C 1.753 -3.011 -0.203
H -0.327 -3.282 0.328
H 0.498 -1.987 1.248
H 1.850 -4.031 0.210
H 1.853 -3.080 -1.298
H 2.598 -2.425 0.192
C -0.637 -2.245 -2.351
C -1.534 -1.579 -3.388
H -1.043 -3.224 -2.030
H 0.376 -2.400 -2.749
H -1.713 -2.275 -4.218
H -2.509 -1.297 -2.972
H -1.062 -0.676 -3.798
C -2.191 -1.268 -0.153
C -2.353 -1.626 1.318
H -2.751 -1.944 -0.810
H -2.568 -0.246 -0.326
H -3.421 -1.759 1.537
H -1.838 -2.551 1.595
H -1.980 -0.822 1.962
N 0.182 2.160 3.907
N 0.423 1.330 2.828
N 1.658 0.769 2.540
C 1.623 0.666 1.226
N 0.506 1.243 0.710
N -0.176 1.791 1.699
H -0.786 2.459 3.801
H 0.380 1.724 4.796
H 2.441 0.238 0.620

Summary:
Gap between HOMO and LUMO (spin up / spin down): 3.447 / 3.451 eV
Total charge: +2
Spin multiplicity: 3
LUMO (spin up / spin down): -0.302 / -0.300 hartree
ΔE to the lowest compared entry with this formula, charge and spin: 67.5 kcal/mol
Expectation value of S²: 2.011
Molar mass: 687.9 g mol⁻¹
DFT total energy: -4728.85891 a.u.